1.
Entry from the Open Molecules 2025 dataset: C23H28N4O5S in the gas phase (ωB97M-V with the def2-TZVPD basis set).

Last column: natural (NBO) charge in e.
Element x y z (Å)
C (-1.850, -4.319, -1.133)  -0.596
C (-1.747, -2.931, -0.503)  -0.225
C (-3.091, -2.547, 0.114)  -0.603
C (-0.620, -2.896, 0.544)  -0.399
C (0.167, -1.586, 0.552)  -0.231
N (-0.664, -0.436, 0.832)  -0.610
C (-0.810, 0.594, -0.011)  0.688
O (-0.257, 0.680, -1.093)  -0.663
C (-1.780, 1.682, 0.479)  -0.209
N (-1.530, 2.935, -0.197)  -0.837
S (-0.333, 3.878, 0.472)  2.326
O (-0.325, 5.115, -0.247)  -0.929
O (-0.551, 3.884, 1.888)  -0.941
C (1.186, 3.000, 0.116)  -0.364
C (1.830, 3.242, -1.087)  -0.131
C (2.938, 2.505, -1.443)  -0.253
C (3.404, 1.485, -0.602)  0.221
C (2.737, 1.248, 0.610)  -0.150
C (1.635, 2.022, 0.968)  -0.127
C (3.158, 0.158, 1.490)  0.672
O (2.580, -0.154, 2.511)  -0.605
N (4.274, -0.532, 1.054)  -0.454
C (4.782, -1.620, 1.874)  -0.418
C (4.962, -0.302, -0.122)  0.800
O (5.928, -0.968, -0.419)  -0.619
N (4.491, 0.711, -0.933)  -0.415
C (5.200, 0.930, -2.179)  -0.424
C (-3.192, 1.205, 0.227)  0.066
C (-4.100, 1.092, 1.271)  -0.226
C (-5.387, 0.642, 1.031)  -0.203
C (-5.777, 0.303, -0.253)  -0.212
C (-4.875, 0.415, -1.298)  -0.188
C (-3.588, 0.862, -1.060)  -0.245
H (-2.057, -5.067, -0.370)  0.200
H (-0.923, -4.586, -1.636)  0.205
H (-2.655, -4.346, -1.864)  0.207
H (-1.510, -2.210, -1.292)  0.199
H (-3.869, -2.539, -0.646)  0.210
H (-3.373, -3.266, 0.882)  0.198
H (-3.053, -1.558, 0.561)  0.208
H (0.094, -3.696, 0.340)  0.211
H (-1.036, -3.075, 1.538)  0.197
H (0.959, -1.639, 1.305)  0.213
H (0.616, -1.407, -0.428)  0.225
H (-1.136, -0.420, 1.723)  0.400
H (-1.630, 1.887, 1.542)  0.249
H (-1.400, 2.823, -1.193)  0.414
H (1.447, 4.022, -1.725)  0.245
H (3.429, 2.711, -2.378)  0.228
H (1.147, 1.842, 1.913)  0.260
H (4.211, -1.631, 2.799)  0.243
H (4.667, -2.567, 1.347)  0.212
H (5.840, -1.460, 2.076)  0.221
H (5.615, 1.938, -2.210)  0.205
H (6.012, 0.206, -2.220)  0.262
H (4.535, 0.775, -3.028)  0.206
H (-3.801, 1.366, 2.273)  0.214
H (-6.088, 0.559, 1.849)  0.217
H (-6.781, -0.048, -0.439)  0.216
H (-5.174, 0.151, -2.302)  0.215
H (-2.880, 0.937, -1.872)  0.223

Calculated values
* net charge: 0
* HOMO-LUMO gap: 9.067 eV
* relative energy (zero: lowest compared OMol25 entry of this formula, charge and spin): 0.0000 eV
* electronic energy: -1886.7496 Ha
* largest force on an atom: 0.8 eV/A

=====

2.
Entry from the Open Molecules 2025 dataset: C23H28N6O in the gas phase at a distorted geometry (ωB97M-V with the def2-TZVPD basis set).

Last column: natural (NBO) charge in e.
Element x y z (Å)
C (5.800, 2.114, -1.076)  -0.647
C (5.666, 0.650, -0.797)  0.017
C (6.629, -0.245, -1.243)  -0.215
C (6.516, -1.603, -1.003)  -0.191
C (5.424, -2.093, -0.308)  -0.227
C (4.450, -1.218, 0.135)  -0.203
C (4.559, 0.148, -0.105)  -0.088
C (3.503, 1.062, 0.430)  0.664
O (3.733, 2.053, 1.094)  -0.625
N (2.244, 0.667, 0.119)  -0.613
C (1.067, 1.376, 0.566)  -0.070
C (0.247, 0.532, 1.545)  -0.401
C (-0.995, 1.303, 1.979)  -0.220
N (-1.808, 1.629, 0.818)  -0.447
C (-3.079, 2.231, 1.197)  -0.266
C (-4.003, 2.278, 0.038)  0.325
N (-4.409, 3.344, -0.612)  -0.300
N (-5.222, 2.916, -1.568)  -0.068
N (-5.337, 1.655, -1.544)  -0.065
N (-4.586, 1.196, -0.540)  -0.188
C (-4.458, -0.199, -0.240)  -0.211
C (-3.150, -0.768, -0.807)  -0.463
C (-2.995, -2.204, -0.393)  0.072
C (-2.461, -2.516, 0.851)  -0.257
C (-2.341, -3.833, 1.256)  -0.191
C (-2.759, -4.856, 0.421)  -0.222
C (-3.296, -4.554, -0.819)  -0.198
C (-3.415, -3.235, -1.222)  -0.243
C (-1.069, 2.489, -0.094)  -0.232
C (0.174, 1.771, -0.609)  -0.398
H (6.784, 2.342, -1.477)  0.212
H (5.640, 2.685, -0.165)  0.253
H (5.048, 2.430, -1.800)  0.219
H (7.486, 0.131, -1.783)  0.211
H (7.282, -2.279, -1.355)  0.214
H (5.332, -3.151, -0.110)  0.215
H (3.606, -1.595, 0.696)  0.211
H (2.108, -0.159, -0.442)  0.399
H (1.438, 2.273, 1.074)  0.236
H (0.849, 0.284, 2.420)  0.222
H (-0.052, -0.397, 1.053)  0.199
H (-1.593, 0.686, 2.656)  0.200
H (-0.690, 2.212, 2.525)  0.173
H (-2.959, 3.259, 1.577)  0.210
H (-3.529, 1.617, 1.985)  0.216
H (-4.480, -0.331, 0.845)  0.209
H (-5.320, -0.703, -0.683)  0.235
H (-3.170, -0.684, -1.895)  0.216
H (-2.326, -0.167, -0.414)  0.247
H (-2.134, -1.719, 1.504)  0.205
H (-1.921, -4.063, 2.224)  0.212
H (-2.666, -5.884, 0.736)  0.215
H (-3.624, -5.348, -1.474)  0.215
H (-3.833, -3.004, -2.191)  0.212
H (-1.722, 2.748, -0.931)  0.220
H (-0.771, 3.428, 0.404)  0.173
H (0.716, 2.426, -1.292)  0.223
H (-0.125, 0.873, -1.155)  0.198

Calculated values
* net charge: 0
* HOMO-LUMO gap: 9.778 eV
* relative energy (zero: lowest compared OMol25 entry of this formula, charge and spin): 0.0000 eV
* electronic energy: -1297.0229 Ha
* largest force on an atom: 1.5 eV/A

=====

3.
Entry from the Open Molecules 2025 dataset: C23H28N6O4 in the gas phase at a distorted geometry (ωB97M-V with the def2-TZVPD basis set).

Last column: natural (NBO) charge in e.
Element x y z (Å)
C (5.275, 1.871, -3.029)  -0.404
N (4.834, 0.522, -3.295)  -0.439
C (3.529, 0.252, -2.717)  -0.243
C (3.077, -1.161, -3.098)  -0.249
N (4.013, -2.191, -2.679)  -0.442
C (4.034, -2.475, -1.257)  -0.206
C (2.707, -3.089, -0.772)  -0.475
C (1.717, -2.075, -0.321)  0.424
N (0.602, -1.818, -0.947)  -0.486
C (-0.007, -0.816, -0.243)  0.103
C (-1.211, -0.162, -0.465)  -0.234
C (-1.567, 0.848, 0.416)  0.134
N (-2.795, 1.498, 0.193)  -0.597
C (-3.221, 2.686, 0.667)  0.648
O (-2.605, 3.446, 1.381)  -0.605
C (-4.649, 3.011, 0.188)  -0.167
O (-5.511, 1.890, 0.234)  -0.504
C (-5.883, 1.405, 1.442)  0.412
C (-5.427, 1.891, 2.669)  -0.339
C (-5.878, 1.321, 3.841)  -0.137
C (-6.780, 0.265, 3.800)  -0.020
N (-7.245, -0.321, 5.023)  0.530
O (-6.823, 0.136, 6.066)  -0.383
O (-8.033, -1.242, 4.946)  -0.384
C (-7.236, -0.230, 2.580)  -0.158
C (-6.789, 0.337, 1.411)  -0.284
C (-0.751, 1.198, 1.500)  -0.248
C (0.440, 0.544, 1.737)  -0.232
C (0.803, -0.465, 0.861)  0.148
N (1.895, -1.297, 0.794)  -0.381
C (2.959, -1.325, 1.757)  -0.407
C (5.321, -1.870, -3.220)  -0.220
C (5.803, -0.462, -2.849)  -0.242
H (4.542, 2.570, -3.428)  0.201
H (5.403, 2.076, -1.953)  0.159
H (6.228, 2.040, -3.529)  0.199
H (2.817, 0.978, -3.116)  0.208
H (3.540, 0.366, -1.616)  0.151
H (2.093, -1.370, -2.681)  0.232
H (3.013, -1.219, -4.187)  0.201
H (4.830, -3.209, -1.102)  0.204
H (4.274, -1.592, -0.643)  0.162
H (2.263, -3.653, -1.591)  0.259
H (2.913, -3.778, 0.051)  0.224
H (-1.837, -0.435, -1.300)  0.217
H (-3.415, 1.019, -0.449)  0.407
H (-5.042, 3.848, 0.774)  0.209
H (-4.615, 3.305, -0.866)  0.219
H (-4.720, 2.702, 2.722)  0.243
H (-5.536, 1.684, 4.799)  0.250
H (-7.936, -1.051, 2.573)  0.251
H (-7.126, -0.022, 0.452)  0.231
H (-1.063, 1.996, 2.150)  0.250
H (1.060, 0.820, 2.576)  0.216
H (3.625, -0.467, 1.628)  0.206
H (3.536, -2.241, 1.651)  0.218
H (2.539, -1.286, 2.763)  0.214
H (6.046, -2.613, -2.880)  0.196
H (5.242, -1.932, -4.308)  0.203
H (6.753, -0.261, -3.349)  0.204
H (5.976, -0.397, -1.757)  0.153

Calculated values
* net charge: 0
* HOMO-LUMO gap: 7.900 eV
* relative energy (zero: lowest compared OMol25 entry of this formula, charge and spin): 2.8964 eV
* electronic energy: -1522.6690 Ha
* largest force on an atom: 1.3 eV/A

=====

4.
Entry from the Open Molecules 2025 dataset: a molecular structure, C23H29BN8Os (ωB97M-V with the def2-TZVPD basis set).

Last column: natural (NBO) charge in e.
Element x y z (Å)
Os (0.163, 0.886, 0.012)  1.437
C (0.340, -1.494, 2.376)  -0.408
N (1.297, -1.166, 1.298)  -0.420
C (2.611, -0.849, 1.868)  -0.430
C (1.315, -2.129, 0.257)  0.165
C (2.349, -3.021, 0.043)  -0.234
C (2.228, -3.988, -0.946)  -0.092
C (1.072, -4.077, -1.740)  -0.186
C (0.055, -3.176, -1.582)  -0.210
C (0.186, -2.141, -0.621)  0.216
N (-0.617, -1.064, -0.561)  -0.486
C (-1.897, -1.007, -1.108)  0.047
C (-2.849, -2.016, -0.973)  -0.204
C (-4.140, -1.797, -1.428)  -0.187
C (-4.480, -0.585, -2.013)  -0.170
C (-3.532, 0.424, -2.159)  -0.245
C (-2.244, 0.209, -1.704)  0.199
N (-1.147, 1.157, -1.848)  -0.483
C (-0.406, 0.844, -3.109)  -0.411
C (-1.592, 2.569, -1.899)  -0.429
H (0.700, -2.350, 2.954)  0.220
H (-0.637, -1.729, 1.963)  0.216
H (0.254, -0.636, 3.043)  0.198
H (3.010, -1.691, 2.440)  0.215
H (2.498, -0.008, 2.550)  0.208
H (3.314, -0.589, 1.078)  0.245
H (3.241, -2.993, 0.650)  0.248
H (3.032, -4.695, -1.097)  0.247
H (1.006, -4.841, -2.502)  0.250
H (-0.806, -3.188, -2.237)  0.240
H (-2.584, -2.945, -0.483)  0.240
H (-4.886, -2.572, -1.318)  0.248
H (-5.490, -0.420, -2.365)  0.246
H (-3.812, 1.354, -2.632)  0.240
H (-1.093, 0.907, -3.954)  0.218
H (0.014, -0.157, -3.046)  0.222
H (0.403, 1.560, -3.234)  0.230
H (-2.137, 2.776, -2.822)  0.224
H (-0.714, 3.213, -1.879)  0.227
H (-2.232, 2.788, -1.046)  0.217
N (-2.020, 2.258, 3.243)  -0.459
C (-3.102, 1.552, 2.760)  -0.032
C (-2.690, 0.951, 1.612)  -0.053
N (-1.370, 1.284, 1.397)  -0.510
C (-0.995, 2.078, 2.403)  0.330
C (0.377, 2.543, 2.385)  0.315
N (1.130, 2.090, 1.385)  -0.481
C (2.379, 2.652, 1.517)  -0.051
C (2.368, 3.445, 2.623)  -0.026
N (1.098, 3.373, 3.152)  -0.459
H (-2.027, 2.816, 4.084)  0.453
H (-4.050, 1.549, 3.267)  0.265
H (-3.227, 0.310, 0.935)  0.259
H (3.180, 2.436, 0.830)  0.273
H (3.135, 4.052, 3.071)  0.267
H (0.787, 3.872, 3.971)  0.452
B (4.401, 0.137, -1.579)  -0.612
C (2.911, 0.465, -1.340)  0.535
N (1.786, 0.638, -1.092)  -0.694
H (4.675, 0.449, -2.709)  0.080
H (4.449, -1.064, -1.409)  0.047
H (5.014, 0.750, -0.733)  0.037

Calculated values
* net charge: +2
* HOMO-LUMO gap (alpha / beta): 7.437 / 6.451 eV
* relative energy (zero: lowest compared OMol25 entry of this formula, charge and spin): 0.0000 eV
* multiplicity: 5
* electronic energy: -1446.8490 Ha
* largest force on an atom: 0.8 eV/A

=====

Q: The highest largest force on an atom belongs to which entry?
A: C23H28N6O

=====

Q: Which value of net charge does entry 1 give?
A: 0